a.
This record from OMol25 describes a 10-piece molecular cluster, C34H96N12O10 overall. The level of theory is the ωB97M-V functional and the def2-TZVPD basis.

The geometry in ORCA input format:
```
! RIJCOSX wB97M-V def2-TZVPD def2/J DEFGRID3
* xyz 0 1
C 9.178 -0.915 20.772
O 9.775 -2.189 20.886
C 10.890 -2.356 20.025
C 11.377 -3.768 20.123
C 11.720 -4.264 21.533
N 12.607 -3.871 19.289
H 9.271 -0.477 19.778
H 9.632 -0.256 21.525
H 8.132 -0.998 21.063
H 10.596 -2.205 18.978
H 11.622 -1.596 20.333
H 10.662 -4.479 19.698
H 12.223 -5.230 21.538
H 10.784 -4.425 22.081
H 12.309 -3.481 22.015
H 13.235 -3.123 19.585
H 13.122 -4.706 19.564
C 15.373 -6.598 24.689
O 16.435 -5.694 24.523
C 16.046 -4.337 24.427
C 15.124 -4.017 23.266
C 15.697 -4.441 21.914
N 14.902 -2.565 23.193
H 15.789 -7.603 24.728
H 14.729 -6.590 23.797
H 14.697 -6.371 25.520
H 15.661 -3.881 25.348
H 17.003 -3.847 24.215
H 14.136 -4.474 23.432
H 16.614 -3.883 21.736
H 14.971 -4.318 21.112
H 15.915 -5.510 21.977
H 14.272 -2.239 23.918
H 14.483 -2.285 22.317
C 8.861 -7.256 19.783
O 8.055 -6.824 20.857
C 8.451 -7.277 22.120
C 7.354 -8.117 22.768
C 6.028 -7.378 22.726
N 7.664 -8.318 24.178
H 8.235 -7.457 18.912
H 9.389 -8.193 19.971
H 9.563 -6.460 19.519
H 9.386 -7.855 22.156
H 8.682 -6.438 22.790
H 7.260 -9.068 22.226
H 5.698 -7.198 21.704
H 6.082 -6.420 23.244
H 5.230 -7.947 23.212
H 8.517 -8.788 24.452
H 6.921 -8.819 24.648
C 11.475 -6.782 16.852
O 10.835 -6.998 15.616
C 11.692 -6.724 14.525
C 10.970 -7.127 13.264
C 10.674 -8.628 13.232
N 11.779 -6.744 12.103
H 11.867 -5.760 16.917
H 12.358 -7.426 16.956
H 10.770 -7.010 17.647
H 11.906 -5.648 14.482
H 12.653 -7.246 14.634
H 10.036 -6.565 13.216
H 11.596 -9.194 13.390
H 10.270 -8.950 12.269
H 9.932 -8.943 13.970
H 11.295 -6.955 11.244
H 12.697 -7.165 12.123
C 9.294 -10.963 20.510
O 10.201 -11.918 21.012
C 11.486 -11.943 20.425
C 12.423 -12.693 21.365
C 13.820 -12.900 20.787
N 11.879 -14.039 21.696
H 8.343 -11.489 20.363
H 9.541 -10.523 19.542
H 9.057 -10.181 21.239
H 11.488 -12.466 19.461
H 11.912 -10.938 20.300
H 12.509 -12.196 22.334
H 14.299 -11.985 20.441
H 13.826 -13.706 20.053
H 14.384 -13.288 21.640
H 11.584 -14.455 20.810
H 10.967 -13.885 22.126
C 16.840 -9.006 14.233
O 16.072 -8.091 14.999
C 15.006 -8.711 15.702
C 15.495 -9.530 16.883
C 14.342 -10.187 17.642
N 16.295 -8.701 17.804
H 17.651 -9.406 14.848
H 17.259 -8.460 13.391
H 16.222 -9.827 13.861
H 14.349 -7.920 16.074
H 14.415 -9.285 14.975
H 16.172 -10.345 16.598
H 14.779 -10.861 18.377
H 13.661 -10.730 16.986
H 13.756 -9.392 18.116
H 15.650 -8.034 18.226
H 16.915 -8.155 17.209
C 15.333 -10.927 24.486
O 14.151 -10.401 23.913
C 13.222 -9.872 24.864
C 12.334 -8.867 24.174
C 11.182 -8.392 25.074
N 11.704 -9.473 22.965
H 15.876 -10.177 25.073
H 15.973 -11.209 23.652
H 15.092 -11.793 25.112
H 12.581 -10.744 25.066
H 13.738 -9.435 25.720
H 12.874 -7.958 23.894
H 11.571 -7.953 25.998
H 10.478 -9.188 25.306
H 10.697 -7.566 24.551
H 10.695 -9.562 22.958
H 12.034 -10.434 23.000
C 17.732 -8.021 21.970
O 17.319 -9.195 21.322
C 18.349 -10.153 21.150
C 17.757 -11.329 20.414
C 18.436 -12.660 20.695
N 17.902 -11.084 18.963
H 18.455 -8.142 22.785
H 16.871 -7.536 22.437
H 18.131 -7.325 21.222
H 19.183 -9.706 20.594
H 18.781 -10.466 22.113
H 16.695 -11.455 20.652
H 18.471 -12.848 21.771
H 19.426 -12.756 20.248
H 17.881 -13.468 20.210
H 17.420 -10.219 18.670
H 17.325 -11.721 18.410
N 14.403 -4.644 16.394
C 13.885 -3.552 15.738
N 12.832 -2.976 16.410
O 14.243 -3.145 14.646
H 14.160 -4.672 17.372
H 15.152 -5.217 16.056
H 12.361 -2.222 15.946
H 12.369 -3.384 17.214
N 14.085 -8.151 21.114
C 13.443 -7.433 20.138
N 12.095 -7.651 20.247
O 13.965 -6.722 19.284
H 15.022 -7.920 21.387
H 13.457 -8.673 21.705
H 11.777 -8.255 20.992
H 11.418 -7.111 19.746
*
```

Orbital gap in eV: 9.18
Highest occupied orbital energy in eV: -8.851

b.
This record from OMol25 describes a 10-piece molecular cluster, C34H96N12O10 overall. The level of theory is the ωB97M-V functional and the def2-TZVPD basis.

The geometry in ORCA input format:
```
! RIJCOSX wB97M-V def2-TZVPD def2/J DEFGRID3
* xyz 0 1
C 3.264 1.755 -7.739
O 2.756 2.714 -6.778
C 3.505 2.926 -5.599
C 2.966 4.085 -4.780
C 3.292 5.515 -5.237
N 3.564 3.932 -3.496
H 2.471 1.643 -8.479
H 3.441 0.806 -7.233
H 4.110 2.081 -8.343
H 3.571 1.992 -5.041
H 4.482 3.314 -5.891
H 1.883 3.972 -4.722
H 4.360 5.668 -5.388
H 2.898 6.345 -4.651
H 2.890 5.700 -6.233
H 4.525 4.186 -3.677
H 3.140 4.585 -2.852
C -0.274 -8.469 -7.482
O 0.656 -7.408 -7.535
C 1.506 -7.082 -6.438
C 0.679 -6.502 -5.270
C -0.125 -5.260 -5.671
N 1.446 -6.244 -4.118
H -0.372 -8.875 -8.488
H -1.315 -8.243 -7.247
H 0.059 -9.319 -6.887
H 2.172 -7.861 -6.067
H 2.055 -6.216 -6.808
H -0.064 -7.229 -4.942
H -0.903 -5.453 -6.409
H 0.460 -4.365 -5.887
H -0.678 -4.901 -4.803
H 0.907 -5.760 -3.414
H 1.656 -7.074 -3.583
C 13.156 7.463 -1.085
O 12.773 6.248 -1.599
C 12.157 5.249 -0.756
C 10.613 5.599 -0.438
C 9.809 4.562 0.334
N 9.924 5.707 -1.683
H 14.030 7.775 -1.655
H 13.307 7.461 -0.005
H 12.366 8.171 -1.336
H 12.211 4.283 -1.258
H 12.722 5.215 0.176
H 10.651 6.571 0.056
H 10.075 4.527 1.391
H 10.007 3.656 -0.238
H 8.756 4.843 0.352
H 10.481 6.398 -2.165
H 10.023 4.854 -2.214
C -10.093 -1.819 -7.366
O -10.099 -0.492 -6.903
C -8.902 0.140 -6.505
C -8.299 -0.516 -5.204
C -9.133 -0.128 -3.927
N -7.023 0.204 -4.900
H -9.196 -2.094 -7.921
H -10.984 -1.960 -7.977
H -10.193 -2.471 -6.498
H -8.211 0.161 -7.348
H -9.116 1.175 -6.239
H -8.209 -1.599 -5.287
H -9.278 0.951 -3.988
H -8.678 -0.223 -2.941
H -10.085 -0.658 -3.909
H -7.040 1.167 -4.597
H -6.565 -0.257 -4.127
C -8.574 7.325 1.763
O -7.257 7.185 1.154
C -7.034 5.834 0.834
C -5.501 5.591 0.752
C -4.864 6.176 -0.468
N -5.381 4.154 0.673
H -8.614 6.992 2.800
H -9.349 6.920 1.113
H -8.797 8.388 1.668
H -7.509 5.216 1.596
H -7.555 5.651 -0.106
H -4.917 5.964 1.593
H -3.811 5.895 -0.465
H -4.942 7.263 -0.448
H -5.384 5.719 -1.309
H -5.761 3.725 1.504
H -4.439 3.789 0.696
C 2.425 -8.855 2.009
O 1.450 -9.685 1.420
C 0.206 -9.742 2.081
C -0.764 -10.804 1.478
C -0.931 -10.573 0.008
N -2.092 -10.753 1.989
H 2.262 -7.820 1.710
H 3.365 -9.152 1.544
H 2.495 -8.832 3.096
H 0.442 -10.109 3.080
H -0.270 -8.763 2.124
H -0.309 -11.765 1.719
H -1.603 -9.755 -0.255
H -1.263 -11.385 -0.639
H 0.051 -10.435 -0.445
H -1.907 -11.082 2.926
H -2.256 -9.763 2.104
C 4.471 -0.497 7.818
O 5.250 0.665 7.950
C 4.705 1.613 8.888
C 5.724 2.724 9.201
C 5.201 3.865 10.026
N 6.140 3.278 7.882
H 5.052 -1.231 7.259
H 3.599 -0.153 7.263
H 4.217 -1.002 8.751
H 3.824 2.139 8.518
H 4.527 1.046 9.801
H 6.588 2.244 9.658
H 5.070 3.630 11.082
H 4.301 4.330 9.623
H 5.977 4.629 10.050
H 6.946 3.827 8.146
H 6.498 2.464 7.404
C -7.760 -1.577 4.530
O -7.866 -2.922 4.211
C -6.872 -3.762 4.799
C -5.565 -3.831 3.944
C -5.761 -4.551 2.519
N -4.397 -4.358 4.704
H -6.764 -1.218 4.271
H -7.916 -1.285 5.568
H -8.482 -1.085 3.878
H -6.816 -3.319 5.793
H -7.310 -4.742 4.987
H -5.266 -2.801 3.745
H -6.232 -5.527 2.641
H -4.767 -4.781 2.134
H -6.248 -3.997 1.717
H -4.137 -3.644 5.368
H -3.646 -4.235 4.039
N 1.231 6.266 5.850
C 0.940 6.635 4.699
N 0.089 7.605 4.843
O 1.525 6.364 3.645
H 0.659 6.619 6.604
H 2.033 5.674 6.015
H -0.181 8.042 3.973
H -0.088 8.057 5.729
N 0.808 0.200 -0.029
C 1.545 -0.311 0.933
N 2.374 0.505 1.489
O 1.437 -1.499 1.264
H 1.273 0.965 -0.497
H 0.214 -0.412 -0.571
H 2.924 0.238 2.293
H 2.380 1.483 1.237
*
```

Orbital gap in eV: 9.10
Highest occupied orbital energy in eV: -8.779

Tell me which of them is the most stable. Sure, it is a.

a.
This record from OMol25 describes one molecule with the formula C5H12S. The level of theory is the ωB97M-V functional and the def2-TZVPD basis.

The geometry in ORCA input format:
```
! RIJCOSX wB97M-V def2-TZVPD def2/J DEFGRID3
* xyz 0 1
C 2.486 0.929 1.639
C 1.623 -0.125 0.965
S -0.057 0.504 0.621
C -0.987 -0.621 -0.565
C -2.427 -0.425 -0.166
C -0.784 -0.096 -1.958
H 2.394 1.813 1.018
H 1.989 1.281 2.530
H 3.535 0.679 1.739
H 1.370 -0.959 1.556
H 2.108 -0.536 0.076
H -0.628 -1.624 -0.424
H -2.545 -0.675 0.970
H -2.742 0.654 -0.313
H -3.158 -0.989 -0.750
H -1.590 -0.473 -2.726
H 0.262 -0.368 -2.268
H -0.850 1.031 -1.944
*
```

Orbital gap in eV: 9.46
Highest occupied orbital energy in eV: -8.337

b.
This record from OMol25 describes one molecule with the formula C5H12S. The level of theory is the ωB97M-V functional and the def2-TZVPD basis.

The geometry in ORCA input format:
```
! RIJCOSX wB97M-V def2-TZVPD def2/J DEFGRID3
* xyz 0 1
C -3.039 -0.136 -0.332
C -1.688 -0.389 0.413
C -0.645 0.637 -0.013
C 0.759 0.432 0.399
C 1.519 1.513 -0.150
S 1.534 -1.137 -0.109
H -2.985 0.039 -1.386
H -3.769 -0.928 -0.165
H -3.460 0.744 0.141
H -1.910 -0.292 1.523
H -1.226 -1.242 0.075
H -0.931 1.576 0.520
H -0.520 0.764 -1.065
H 0.752 0.477 1.555
H 1.887 1.198 -1.160
H 2.429 1.833 0.431
H 0.927 2.463 -0.374
H 2.816 -0.773 -0.257
*
```

Orbital gap in eV: 9.99
Highest occupied orbital energy in eV: -9.057

Tell me which of them is the most stable. Sure, it is a.

a.
This record from OMol25 describes C5H12S as an isolated structure. The level of theory is the ωB97M-V functional and the def2-TZVPD basis.

The geometry in ORCA input format:
```
! RIJCOSX wB97M-V def2-TZVPD def2/J DEFGRID3
* xyz 0 1
C 1.972 -0.192 -0.490
C 1.294 -0.147 0.835
C -0.084 0.406 0.593
C -0.925 -0.545 -0.310
C -2.390 -0.234 0.011
H 2.882 -1.143 -0.702
H 2.638 0.967 -0.610
H 1.079 -0.215 -1.606
H 1.940 0.335 1.684
H 1.176 -1.138 1.167
H -0.806 0.462 1.449
H 1.043 1.850 -0.935
H -0.507 -1.528 0.057
H -0.707 -0.419 -1.296
H -2.582 0.703 -0.352
H -3.133 -0.943 -0.512
H -2.662 -0.339 1.010
S -0.229 2.119 0.007
*
```

Orbital gap in eV: 9.59
Highest occupied orbital energy in eV: -8.802

b.
This record from OMol25 describes a 2-piece molecular cluster, C5H12S overall. The level of theory is the ωB97M-V functional and the def2-TZVPD basis.

The geometry in ORCA input format:
```
! RIJCOSX wB97M-V def2-TZVPD def2/J DEFGRID3
* xyz 0 1
C -0.301 -0.371 2.314
C -0.006 0.674 1.246
S -1.534 1.114 0.380
C -0.854 2.323 -0.770
H 0.628 -0.642 2.845
H -1.024 0.021 3.049
H -0.723 -1.282 1.857
H 0.724 0.288 0.509
H 0.424 1.589 1.698
H -0.396 3.173 -0.238
H -1.681 2.702 -1.394
H -0.095 1.870 -1.430
C 0.432 -1.513 -2.061
C 1.181 -2.307 -1.295
H 0.653 -1.380 -3.126
H -0.426 -0.971 -1.647
H 2.040 -2.849 -1.708
H 0.960 -2.440 -0.229
*
```

Orbital gap in eV: 9.56
Highest occupied orbital energy in eV: -8.533

Tell me which of them is the most stable. Sure, it is b.

a.
This record from OMol25 describes a 2-piece molecular cluster, C3H12N4 overall. The level of theory is the ωB97M-V functional and the def2-TZVPD basis.

The geometry in ORCA input format:
```
! RIJCOSX wB97M-V def2-TZVPD def2/J DEFGRID3
* xyz 0 1
N 1.126 1.869 0.303
C 1.614 0.679 0.846
C 1.068 -0.014 1.838
N 1.647 -1.238 2.320
H 0.186 1.851 -0.075
H 1.811 2.341 -0.262
H 2.568 0.316 0.470
H 0.124 0.286 2.279
H 0.938 -1.959 2.339
H 1.964 -1.115 3.270
N -1.526 -1.194 -2.410
C -0.844 -0.433 -1.373
N -1.597 0.613 -0.668
H -2.327 -1.679 -2.024
H -1.912 -0.554 -3.095
H -0.522 -1.173 -0.640
H 0.059 0.033 -1.761
H -2.124 1.146 -1.352
H -2.254 0.227 -0.004
*
```

Orbital gap in eV: 8.79
Highest occupied orbital energy in eV: -7.893

b.
This record from OMol25 describes a 2-piece molecular cluster, C3H12N4 overall. The level of theory is the ωB97M-V functional and the def2-TZVPD basis.

The geometry in ORCA input format:
```
! RIJCOSX wB97M-V def2-TZVPD def2/J DEFGRID3
* xyz 0 1
H -1.562 1.094 0.952
N -0.608 1.676 0.848
N 0.204 0.823 1.030
N -0.663 -0.547 1.173
C -1.098 -0.995 2.481
C -0.149 -1.619 0.341
H -1.895 -1.740 2.389
H -0.267 -1.452 3.033
H -1.489 -0.148 3.048
H -0.943 -2.342 0.131
H 0.673 -2.155 0.832
H 0.222 -1.189 -0.590
C 0.675 1.558 -2.474
N 1.462 0.501 -1.844
H 1.254 2.440 -2.779
H 0.178 1.154 -3.358
H -0.093 1.886 -1.774
H 2.220 0.211 -2.452
H 1.879 0.845 -0.986
*
```

Orbital gap in eV: 9.94
Highest occupied orbital energy in eV: -8.831

Tell me which of them is the most stable. Sure, it is a.

a.
This record from OMol25 describes a 2-piece molecular cluster, H3N3 overall. The level of theory is the ωB97M-V functional and the def2-TZVPD basis.

The geometry in ORCA input format:
```
! RIJCOSX wB97M-V def2-TZVPD def2/J DEFGRID3
* xyz 0 1
N 0.122 0.351 -0.604
N -0.925 -0.286 0.945
N -0.019 -0.878 1.352
H 0.269 1.363 -0.682
H -0.198 0.062 -1.533
H 0.751 -0.611 0.522
*
```

Orbital gap (alpha / beta) in eV: 9.89 / 9.89
Highest occupied orbital energy (alpha / beta) in eV: -9.457 / -9.458

b.
This record from OMol25 describes H3N3 as an isolated structure. The level of theory is the ωB97M-V functional and the def2-TZVPD basis.

The geometry in ORCA input format:
```
! RIJCOSX wB97M-V def2-TZVPD def2/J DEFGRID3
* xyz 0 1
N -1.696 0.053 0.186
N -0.071 -0.851 -0.175
N 0.793 0.075 -0.024
H -2.165 -0.626 -0.272
H 0.588 1.068 -0.009
H 1.784 -0.376 0.168
*
```

Orbital gap (alpha / beta) in eV: 7.52 / 8.78
Highest occupied orbital energy (alpha / beta) in eV: -7.969 / -8.841

Tell me which of them is the most stable. Sure, it is a.